Computed, not measured: a structure of composition C6H10O6Pb at a distorted geometry, with ωB97M-V/def2-TZVPD.

As for the maximum force: 6.69 eV/A. For the HOMO energy (spin up / spin down), the calculation gives -22.54 / -22.54 eV. As for the multiplicity: 2. Its HOMO-LUMO gap (spin up / spin down) is 8.962 / 8.129 eV. The total energy is -877.6331 a.u. As for the net charge: +3. Its expectation value of S² is 0.754.

The geometry in XYZ format:
```
23
Properties=species:S:1:pos:R:3:forces:R:3
O 0.148 -1.969 1.391 -1.0413 1.2135 -2.6316
C -0.840 -1.278 1.446 5.6177 -1.0494 3.4843
O -0.900 0.043 1.640 -1.2777 0.5746 -1.4739
C 0.159 0.923 1.142 0.7773 0.8447 -0.5646
C -0.374 1.819 0.046 0.1279 0.1848 0.0172
C -0.853 1.125 -1.228 -0.1167 0.0757 -0.0710
C 0.125 0.176 -1.870 0.0548 -0.4227 -0.1969
O 1.351 0.949 -2.197 -0.4348 0.5426 0.4839
C 2.369 0.388 -2.678 0.4655 -0.2023 -0.8645
O 2.386 -0.878 -2.896 0.0213 -0.2454 0.0740
O 3.370 1.107 -3.000 -0.1432 0.1893 0.2429
H 0.976 0.267 0.823 -0.1104 0.1196 0.2339
H 0.452 1.507 2.019 0.0766 -0.2141 -0.1600
H 0.443 2.518 -0.185 -0.2299 -0.0565 0.0790
H -1.198 2.424 0.447 0.2284 0.0577 -0.1089
H -1.150 1.886 -1.961 0.0041 -0.1567 0.1894
H -1.757 0.531 -1.026 0.0841 0.0605 -0.1715
H -0.260 -0.222 -2.815 0.0718 0.0314 0.2145
H 0.439 -0.645 -1.213 -0.0429 0.0869 -0.1824
H 4.107 0.644 -3.438 0.2673 -0.0932 -0.1093
Pb -3.034 -0.084 2.705 -2.0584 1.8449 1.1341
O -1.775 -1.756 2.288 0.0178 -5.0645 1.0099
H -1.195 -2.609 2.637 -2.3592 1.6789 -0.6285
```
Positions in Å, forces in eV/Å.

***

Computed, not measured: a cluster of 2 separate species, C4H12OS in total at a distorted geometry, with ωB97M-V/def2-TZVPD.

As for the maximum force: 2.71 eV/A. For the HOMO energy (spin up / spin down), the calculation gives 1.18 / -5.29 eV. As for the multiplicity: 2. Its HOMO-LUMO gap (spin up / spin down) is 2.092 / 8.747 eV. The energy above the lowest of the compared OMol25 structures with the same formula, charge and spin comes out at 0.745 eV. The total energy is -632.9437 a.u. As for the net charge: -1. Its expectation value of S² is 0.750.

The geometry in XYZ format:
```
18
Properties=species:S:1:pos:R:3:forces:R:3
C 0.978 -2.579 1.212 -0.6359 -1.0162 -0.9488
S 1.618 -0.994 1.661 0.5252 0.6205 0.4015
C 1.565 -0.140 0.082 -0.1702 0.7794 -0.4855
H 1.407 -3.362 1.836 -0.1665 0.1333 0.3220
H -0.115 -2.612 1.219 0.0499 -0.0094 0.4273
H 1.213 -2.897 0.188 0.3805 0.3566 0.0625
H 2.529 0.262 -0.233 0.2927 -0.5939 0.0628
H 0.949 0.763 0.077 -0.4453 -0.3047 0.3793
H 1.148 -0.826 -0.649 0.1305 0.0750 -0.2107
C -1.923 2.116 -1.421 -1.2763 1.1583 2.0867
O -1.962 1.280 -0.250 0.3465 -0.1856 -0.6607
C -1.674 1.316 -2.639 0.2984 -0.5425 -1.2300
H -1.307 2.993 -1.179 0.7309 -0.4094 -0.6744
H -2.905 2.624 -1.435 -0.0616 -0.3465 -0.6532
H -2.129 1.875 0.496 0.0690 -0.0582 0.2551
H -2.259 0.394 -2.613 -0.0281 0.0552 0.1513
H -0.639 1.023 -2.838 0.0835 0.0559 0.4927
H -1.976 1.833 -3.560 -0.1233 0.2323 0.2221
```
Positions in Å, forces in eV/Å.

***

Computed, not measured: a structure of composition C5H11NO, with ωB97M-V/def2-TZVPD.

As for the maximum force: 0.67 eV/A. For the HOMO energy, the calculation gives -7.46 eV. As for the multiplicity: 1. Its HOMO-LUMO gap is 8.519 eV. The energy above the lowest of the compared OMol25 structures with the same formula, charge and spin comes out at 5.606 eV. The total energy is -326.9253 a.u.

The geometry in XYZ format:
```
18
Properties=species:S:1:pos:R:3:forces:R:3
C 1.663 0.466 -1.335 0.0797 -0.0098 -0.0300
C 1.005 -0.527 -0.410 0.0693 -0.0803 -0.2413
C 1.411 -0.681 1.013 0.2321 -0.1666 0.1521
N 0.225 0.054 0.666 -0.1204 -0.0735 0.0430
C -1.089 -0.472 0.990 0.0727 -0.4684 -0.2369
C -2.047 -0.174 -0.009 0.0275 -0.3157 0.0961
O -1.954 1.601 0.404 0.0146 0.1492 0.1893
H 0.934 0.888 -2.039 0.1233 -0.1175 0.0907
H 2.467 -0.001 -1.911 -0.0562 0.0713 0.0308
H 2.083 1.295 -0.755 -0.0451 -0.1507 -0.0789
H 0.570 -1.412 -0.878 0.1103 0.0794 0.0673
H 2.227 -0.088 1.424 -0.0691 -0.1359 -0.1099
H 1.279 -1.662 1.469 0.0190 0.1285 -0.0742
H -1.187 -1.383 1.578 0.0386 0.1713 0.0791
H -1.632 0.895 1.282 -0.3307 0.5546 -0.1821
H -1.860 -0.104 -1.087 0.1523 0.3243 0.2871
H -3.074 -0.444 0.229 0.1606 0.0116 -0.1025
H -1.042 1.789 0.097 -0.4783 0.0283 0.0201
```
Positions in Å, forces in eV/Å.

***

Computed, not measured: a structure of composition C45H82AlBBeClCsF4N4O11 at a distorted geometry, with ωB97M-V/def2-TZVPD.

As for the maximum force: 5.44 eV/A. For the HOMO energy, the calculation gives -10.83 eV. As for the multiplicity: 1. Its HOMO-LUMO gap is 1.960 eV. The total energy is -3971.3343 a.u. As for the net charge: +2.

The geometry in XYZ format:
```
151
Properties=species:S:1:pos:R:3:forces:R:3
C -6.025 1.415 -0.852 0.0568 0.2224 0.2012
C -7.061 2.537 -0.809 0.1919 -0.1953 -0.2719
C -6.783 3.813 -1.652 -0.5836 0.4714 0.0835
C -6.444 3.515 -3.074 3.3162 -2.1219 3.7504
C -5.002 3.445 -3.440 0.1527 1.0696 -0.8875
C -4.018 4.480 -2.899 -0.0113 -0.1938 0.7872
C -3.219 3.920 -1.714 0.1900 -0.0684 -0.2900
C -2.496 5.005 -0.931 -0.0494 -0.3652 0.1101
C -1.941 4.486 0.399 -0.1634 0.3191 -0.1778
C -3.082 4.360 1.415 0.2437 -0.1180 -0.0490
C -2.876 3.386 2.589 -0.2980 0.3789 -0.0471
C -3.825 2.175 2.639 0.3909 -0.0943 0.3593
C -3.128 0.802 2.612 -0.5181 -0.1296 -0.2054
C -1.856 0.655 1.782 0.0494 -0.2672 -0.0199
C -1.695 -0.575 0.866 -0.2198 0.1271 0.0069
C -1.692 -0.279 -0.643 0.3213 0.2530 0.1852
C -0.604 -1.072 -1.380 -1.4703 -0.7927 0.2144
C -0.593 -0.677 -2.868 1.2518 0.5454 0.0228
C 0.316 -1.279 -4.017 0.5130 -0.2256 0.1046
N 1.230 -0.213 -4.553 -0.4983 -0.0526 0.3721
N -0.497 -1.617 -5.198 0.0732 1.1499 1.5909
N 1.011 -2.497 -3.666 -0.7080 -0.1694 -0.1021
O -0.758 -2.421 -1.154 0.6294 -0.1153 0.2063
C -1.677 -3.146 -1.944 -0.3457 -0.1372 -0.1097
C -1.993 -4.460 -1.259 0.1202 -0.0652 0.1093
C -2.798 -5.340 -2.199 0.0771 0.0881 -0.0416
O -0.751 -5.055 -0.915 0.0292 -0.0343 -0.2189
O 0.700 -0.838 -0.617 0.3221 1.3679 -0.9508
C 1.042 0.527 -0.196 0.4015 1.0702 -0.1690
O 0.655 0.975 0.807 -0.8055 -0.3930 1.2471
C 2.068 1.371 -0.962 0.2101 -0.9227 -0.7485
C 3.611 0.910 -0.845 -0.2977 0.7171 1.0107
O 4.398 1.985 -0.588 -0.7867 0.7092 -0.7411
H -6.455 0.504 -0.444 -0.0635 -0.0880 -0.0247
H -5.656 1.201 -1.854 -0.0653 -0.2071 -0.0675
H -5.173 1.660 -0.222 0.1633 0.0278 -0.0474
H -8.045 2.157 -1.079 -0.0753 -0.0278 -0.0080
H -7.112 2.902 0.215 -0.2323 0.0275 0.0620
H -6.036 4.450 -1.185 0.1565 0.0283 -0.1238
H -7.719 4.375 -1.625 -0.0746 -0.0004 0.1553
H -6.858 2.528 -3.346 -1.3787 0.9016 -1.3060
H -7.221 4.349 -3.895 -0.6513 1.9420 -0.9938
H -4.947 3.397 -4.530 0.1390 -0.3742 -0.0578
H -4.678 2.477 -3.037 -0.3136 -0.2989 -0.2215
H -3.329 4.789 -3.680 -0.0780 0.1706 -0.1214
H -4.535 5.357 -2.506 -0.0430 0.1295 -0.3232
H -2.490 3.191 -2.085 0.0346 -0.0787 -0.0237
H -3.891 3.360 -1.061 -0.0458 0.0350 0.1352
H -3.226 5.785 -0.697 0.1114 0.2406 -0.0639
H -1.711 5.434 -1.553 0.0104 0.1354 -0.0380
H -1.204 5.208 0.746 0.1154 -0.0830 0.2036
H -1.409 3.542 0.251 -0.0514 -0.1261 -0.0185
H -3.253 5.358 1.820 -0.1132 0.1057 -0.0838
H -3.990 4.100 0.861 -0.1522 -0.0830 0.1228
H -3.028 3.976 3.488 0.1428 -0.1647 0.2330
H -1.841 3.054 2.618 0.0984 0.0186 0.1051
H -4.617 2.244 1.886 0.1275 0.0821 -0.2558
H -4.343 2.211 3.596 -0.1864 -0.0016 -0.0050
H -2.819 0.561 3.618 -0.1598 -0.0536 0.3564
H -3.882 0.058 2.338 0.0461 -0.1232 -0.0793
H -1.644 1.546 1.193 -0.0477 0.1557 0.0359
H -1.067 0.543 2.519 0.1609 0.3910 -0.0107
H -0.731 -1.010 1.097 -0.1268 -0.3552 0.1886
H -2.453 -1.325 1.086 -0.0093 -0.1001 0.0480
H -2.658 -0.523 -1.087 0.0449 -0.1132 -0.2099
H -1.540 0.787 -0.840 -0.0023 0.0969 0.0503
H -0.374 0.392 -2.861 -0.1455 0.1062 -0.0876
H -1.624 -0.743 -3.202 -0.1312 -0.1102 0.1509
H 2.158 -0.344 -4.164 0.0999 0.1497 -0.0505
H 1.309 -0.322 -5.558 0.2163 -0.1131 -0.0281
H -0.984 -0.746 -5.438 -0.0966 0.0027 -0.0763
H -1.220 -2.280 -4.935 -0.0662 -0.0224 0.5939
H 1.513 -2.832 -4.480 0.2198 -0.1094 0.1104
H 1.651 -2.435 -2.865 -0.5439 -0.3823 -0.7978
H -1.263 -3.365 -2.934 0.2151 0.0642 -0.0042
H -2.620 -2.604 -2.063 -0.0200 0.1187 0.0315
H -2.567 -4.257 -0.351 0.0013 0.0741 0.0851
H -2.138 -5.744 -2.967 0.0142 -0.0072 -0.1036
H -3.588 -4.769 -2.687 -0.1483 -0.0297 0.0108
H -3.256 -6.171 -1.670 -0.0530 -0.0568 0.0474
H -0.905 -5.990 -0.751 0.0017 -0.0623 0.1683
H 1.763 1.575 -1.992 0.0146 -0.0181 -0.1037
H 2.047 2.300 -0.403 0.0706 0.1478 -0.0926
H 3.960 0.302 -1.701 0.1748 0.3987 -0.1323
H 3.671 0.275 0.062 0.0254 -0.4432 -0.2135
H 4.173 2.763 -1.262 0.9425 0.4438 0.3612
Be -0.139 1.750 -4.926 -0.0868 0.2441 -0.1187
C 6.628 3.831 -1.363 -0.0709 0.0208 -0.5604
C 5.558 4.469 -2.380 0.5174 0.4978 1.0511
C 5.835 5.979 -2.415 -0.0712 -0.2648 -0.2526
O 4.311 4.192 -1.927 -0.2618 -0.9596 0.0078
H 6.535 4.252 -0.363 -0.2110 0.1756 -0.0645
H 6.475 2.763 -1.312 0.1044 -0.1341 -0.0070
H 7.631 4.034 -1.744 -0.0459 0.0479 -0.0390
H 5.801 4.035 -3.368 -0.1518 -0.1977 0.0862
H 5.708 6.419 -1.427 -0.0552 -0.0273 0.0322
H 5.144 6.456 -3.111 0.0025 0.0775 0.0319
H 6.857 6.157 -2.751 0.0035 0.0731 -0.0227
B -1.118 0.681 5.921 -0.1114 -0.0668 -0.0032
F -1.332 1.937 5.304 0.0872 0.0058 -0.1517
F -1.138 -0.314 4.889 0.0997 -0.0063 -0.1619
F 0.132 0.648 6.549 0.1853 0.0559 -0.1344
F -2.130 0.411 6.833 -0.0625 -0.0108 -0.0247
Cl -6.826 5.702 -3.854 -0.7691 -1.4067 -0.5389
Cs -0.787 -2.802 -7.479 -0.1250 -1.3160 -2.2523
C 2.601 1.962 3.504 -1.4008 0.1079 0.3854
C 4.233 2.144 3.248 1.0314 -0.5918 -0.9429
O 4.568 2.931 4.184 -0.2617 0.0427 0.0167
H 2.109 2.925 3.432 0.2173 0.1220 -0.0041
H 2.266 1.297 2.709 0.3871 -0.0198 -0.1505
H 2.415 1.513 4.475 0.3191 0.0398 0.1067
H 4.248 2.544 2.204 -0.3028 0.3451 0.1946
H 4.626 1.110 3.266 -0.0639 0.0334 0.4119
O -0.310 -4.501 11.053 0.0051 -0.0304 0.0831
C -0.239 -4.180 9.899 -0.1032 -0.0853 -0.0912
O -0.582 -2.931 9.547 0.1621 0.1067 0.0410
C -0.393 -2.416 8.219 -0.1484 0.0829 -0.1272
C -1.539 -2.795 7.308 -0.0571 -0.1852 -0.0366
C 0.168 -5.178 8.833 0.2414 0.1382 -0.0149
H 0.576 -2.724 7.824 -0.0033 -0.0565 0.0118
H -0.357 -1.335 8.331 -0.0301 0.0096 0.0760
H -1.619 -3.878 7.188 0.0676 -0.0002 -0.0154
H -1.408 -2.340 6.326 0.0008 0.0741 0.0261
H -2.480 -2.440 7.727 0.0172 0.0918 -0.0070
H -0.707 -5.771 8.570 -0.0123 -0.0071 0.0003
H 0.919 -5.836 9.264 -0.0802 -0.0650 0.0718
H 0.577 -4.731 7.931 -0.0849 -0.0014 -0.0408
C 2.010 -8.063 -5.411 -0.0251 -0.0166 0.0014
C 2.730 -8.783 -4.555 -0.0040 0.0099 0.0180
C 2.674 -8.522 -3.090 -0.0476 0.0347 -0.0530
O 3.330 -9.165 -2.308 0.0380 -0.0250 0.0407
C 1.779 -7.426 -2.624 0.0075 -0.0132 -0.0058
C 1.059 -6.711 -3.484 -0.0100 0.0514 -0.0252
C 1.121 -6.978 -4.940 0.0363 -0.0432 -0.0060
O 0.464 -6.317 -5.728 -0.0511 0.2937 -0.0367
H 2.034 -8.234 -6.479 -0.0166 0.0020 -0.0020
H 3.386 -9.583 -4.872 0.0054 -0.0067 0.0186
H 1.757 -7.250 -1.555 0.0196 -0.0105 0.0030
H 0.410 -5.905 -3.162 0.0031 0.0002 0.0070
Al 2.376 -1.014 -1.553 0.9068 -1.4121 0.1447
N 7.465 0.700 -0.235 -0.1487 -0.3154 0.4054
C 6.582 0.302 0.693 0.4593 0.0085 -0.2052
C 6.809 -0.745 1.574 -0.0954 0.1655 -0.0560
C 8.022 -1.412 1.507 0.0410 -0.0904 0.0935
C 8.952 -1.000 0.574 0.0793 -0.0353 -0.0420
C 8.631 0.055 -0.269 -0.1442 0.0626 -0.1470
H 5.672 0.887 0.714 -0.0143 -0.0339 0.1519
H 6.064 -1.023 2.309 -0.0168 0.0042 -0.0004
H 8.241 -2.229 2.181 -0.0038 -0.0086 0.0056
H 9.914 -1.487 0.494 0.0195 0.0251 -0.0022
H 9.338 0.394 -1.017 0.0273 0.0050 0.0059
```
Positions in Å, forces in eV/Å.